No. 1
Computed, not measured: C57H127FeN15O15 as an isolated structure, with wB97M-V/def2-TZVPD.

orbital gap (spin up / spin down) = 0.229 / 0.191 hartree
⟨S²⟩ = 8.766
net charge = +1
HOMO energy (spin up / spin down) = -8.158 / -8.054 eV
spin multiplicity = 6

```
215
Properties=species:S:1:pos:R:3:forces:R:3
Fe 14.7168 18.7507 18.1391 2.03 1.41 -0.94
C 15.9934 15.3951 15.0787 0.93 0.87 0.24
C 16.1607 14.9721 16.5771 -0.22 -1.20 -1.81
C 17.0807 13.7206 16.5527 1.03 0.62 0.26
C 18.5722 14.0142 16.2028 -1.52 0.68 0.16
C 19.1356 15.0762 17.1784 -1.04 -1.12 -0.68
C 18.2422 16.3378 17.3219 1.78 1.02 1.15
N 16.7857 16.0295 17.4354 -3.05 2.52 0.19
O 15.9011 17.0748 17.7911 3.45 -3.67 -1.28
C 18.6378 17.2879 16.1663 -0.78 -0.30 0.09
C 18.7382 17.0024 18.6963 -1.74 -1.24 -0.50
C 14.7825 14.4693 17.0353 0.24 0.65 1.78
H 15.2408 16.1598 14.8868 -0.05 0.15 0.47
H 15.7670 14.5784 14.3933 -0.06 -0.42 0.47
H 16.9514 15.7885 14.7386 -0.11 0.15 -0.24
H 16.6574 13.1153 15.7512 0.04 -0.53 0.44
H 17.0382 13.2630 17.5411 -0.24 -0.42 -0.01
H 18.4637 14.3351 15.1667 0.85 0.35 -0.12
H 19.1781 13.1082 16.1955 -0.13 0.01 0.12
H 20.1351 15.3626 16.8514 -0.04 0.36 0.06
H 19.2589 14.5635 18.1324 -0.09 0.10 0.28
H 17.8758 18.0605 16.0640 0.21 0.30 0.07
H 18.7330 16.7782 15.2075 -0.03 -0.16 0.01
H 19.6188 17.6931 16.4143 -0.15 0.22 -0.03
H 18.2882 17.9694 18.9213 0.44 0.24 -0.50
H 19.8176 16.9108 18.8168 0.00 0.48 -0.37
H 18.2984 16.3627 19.4615 0.08 -0.27 0.29
H 14.5998 13.3959 16.9838 0.45 -0.01 -0.88
H 13.9325 15.0092 16.6182 0.23 0.06 0.00
H 14.7770 14.5942 18.1181 -0.41 0.38 0.30
C 15.1561 22.3977 15.9926 -1.23 -0.56 0.29
C 16.6154 22.2404 16.3923 1.02 -1.22 -0.29
C 17.1458 23.6394 16.6273 1.53 0.15 0.06
C 18.5698 23.7034 17.2473 -1.37 -0.56 -1.33
C 18.5829 22.8658 18.5178 0.85 1.38 -0.72
C 18.0400 21.4207 18.4229 1.17 1.35 -0.80
N 16.7814 21.4802 17.6464 -0.93 -0.45 1.97
O 16.1002 20.2355 17.7471 -0.29 -0.53 -0.61
C 17.8198 20.9850 19.8858 -0.02 -0.28 -0.65
C 19.1942 20.5602 17.7938 -0.72 -1.05 -0.79
C 17.3966 21.5636 15.2074 -0.49 0.10 0.47
H 14.6185 21.4686 15.8031 0.45 -0.44 -0.02
H 14.9958 22.9870 15.0898 0.52 0.22 -0.04
H 14.5278 22.8487 16.7608 0.35 0.29 0.33
H 16.4712 24.1414 17.3209 -0.13 0.29 -0.25
H 17.2364 24.1218 15.6540 -0.60 0.35 -0.01
H 18.8271 24.7597 17.3258 -0.10 0.07 0.89
H 19.3435 23.3920 16.5455 -0.13 -0.58 -0.26
H 18.0491 23.4989 19.2266 -0.04 -0.48 0.56
H 19.6577 22.8810 18.6987 0.00 -0.50 1.12
H 17.0425 21.6058 20.3313 -0.35 -0.41 -0.07
H 18.7033 21.1350 20.5064 0.37 0.22 -0.31
H 17.6391 19.9102 19.8952 -0.60 0.04 0.24
H 20.0221 20.2671 18.4393 -0.01 0.50 0.41
H 19.6211 20.9182 16.8569 0.06 0.84 0.18
H 18.8242 19.6031 17.4261 -0.54 -0.11 0.38
H 17.4725 20.4898 15.3788 -0.06 -0.02 0.10
H 18.4106 21.9558 15.1292 -0.08 0.05 -0.17
H 16.8375 21.7141 14.2839 0.29 0.10 -0.22
C 11.4729 15.9966 17.5875 -0.58 0.22 0.62
C 11.9875 17.0120 18.6107 -1.36 0.42 -0.32
O 13.0808 17.5220 18.4320 0.93 0.10 0.11
N 11.2187 17.4787 19.6379 0.60 -1.20 -1.09
C 9.8419 17.1936 19.9399 -1.11 0.65 0.82
H 11.5250 14.9929 18.0094 0.05 -0.06 -0.06
H 12.0161 16.0373 16.6434 0.37 0.14 0.43
H 10.4350 16.1911 17.3172 -0.16 -0.01 0.28
H 11.6583 18.2218 20.1619 0.02 -0.11 -0.01
H 9.6929 17.2391 21.0187 0.24 -0.15 0.14
H 9.3828 16.2519 19.6391 0.77 -0.10 -0.42
H 9.2007 17.9984 19.5804 -0.10 -0.02 -0.35
C 11.0588 13.6341 21.5985 0.25 -0.03 0.19
C 12.1777 13.4601 20.5829 -1.70 -0.41 1.23
O 13.0328 14.2896 20.4466 1.52 1.48 -0.60
N 12.1200 12.3150 19.9250 0.46 -1.98 -0.87
C 13.0535 11.8841 18.8717 -1.26 0.12 -0.40
H 10.5826 14.6053 21.4637 0.01 -0.09 -0.02
H 11.5345 13.6251 22.5792 -0.08 0.11 0.09
H 10.3206 12.8323 21.5788 -0.05 0.14 -0.08
H 11.4413 11.6281 20.2212 0.06 0.28 -0.12
H 14.0468 12.3219 18.9704 -0.21 -0.20 0.12
H 12.5810 12.1557 17.9278 0.43 0.57 -0.32
H 13.0291 10.7998 18.7630 0.49 -0.05 0.70
C 21.6532 16.7828 12.5976 -1.09 -0.30 0.29
C 21.5296 15.3643 13.2161 0.49 1.40 -0.88
O 20.9539 14.4655 12.6234 -0.48 -0.40 0.07
N 22.1750 15.1662 14.3711 -0.20 1.11 0.22
C 22.2338 13.8739 14.9579 0.21 -0.28 -0.13
H 21.2567 17.5741 13.2338 0.67 -0.05 0.78
H 20.9163 16.8985 11.8029 0.47 -0.66 -0.57
H 22.6735 16.9978 12.2799 -0.17 0.04 0.05
H 22.6975 15.9175 14.7986 0.12 0.20 -0.32
H 23.0334 13.9053 15.6979 -0.10 -0.37 0.03
H 22.4552 13.1881 14.1401 0.07 -0.48 0.35
H 21.2781 13.6060 15.4086 0.03 -0.21 0.17
C 24.1575 12.6374 18.5087 -0.81 -0.48 0.05
C 23.0861 12.2234 19.5135 1.75 0.04 0.41
O 23.1478 11.1859 20.1555 0.34 -1.34 -0.45
N 22.1474 13.0796 19.8063 -2.30 2.67 0.36
C 21.9751 14.4705 19.4082 0.26 -0.49 -0.58
H 24.3666 13.7052 18.5728 0.31 -0.12 0.13
H 23.7645 12.4614 17.5074 0.08 -0.09 -0.18
H 25.0036 11.9733 18.6855 0.11 0.39 -0.12
H 21.5008 12.8734 20.5542 0.26 -0.88 -0.01
H 21.8420 14.5343 18.3282 0.47 0.32 -0.15
H 22.7845 15.0977 19.7819 -0.03 0.10 -0.32
H 21.0336 14.8587 19.7966 0.05 -0.21 0.34
C 22.5790 18.7405 16.2894 -0.80 0.16 0.89
C 23.7523 17.8194 16.1970 0.37 -0.70 -1.05
O 24.0711 17.3947 15.0823 0.47 -0.14 0.42
N 24.3510 17.3919 17.3385 -0.54 1.28 0.37
C 25.4786 16.5149 17.4062 0.13 -1.01 -1.26
H 21.7957 18.4518 15.5885 0.10 -0.54 0.04
H 22.7157 19.7862 16.0139 0.75 -0.03 0.29
H 22.2060 18.6558 17.3100 -0.38 0.41 0.02
H 23.9239 17.6238 18.2239 -0.24 0.16 -0.16
H 25.7970 16.3124 18.4288 -0.13 0.25 -0.11
H 26.3145 16.8277 16.7806 0.09 0.49 0.29
H 25.1948 15.5806 16.9218 0.03 -0.45 0.23
C 9.8479 10.1379 14.7865 -0.38 -0.37 -0.38
C 10.5737 11.4431 14.6967 -3.09 1.65 -0.08
O 9.9297 12.4989 14.6338 0.51 -0.27 0.27
N 11.8703 11.4057 14.5850 3.22 -0.79 -0.22
C 12.7517 12.5397 14.3067 -0.69 0.11 0.64
H 8.7715 10.3094 14.7880 0.18 0.19 0.21
H 10.1144 9.5071 15.6346 0.20 0.00 -0.13
H 10.0554 9.6428 13.8378 0.09 -0.50 0.12
H 12.2976 10.4942 14.5031 -0.04 0.10 0.05
H 12.8092 12.7666 13.2421 0.15 -0.09 0.05
H 13.7325 12.3526 14.7436 0.04 -0.17 -0.33
H 12.3333 13.3916 14.8427 -0.04 0.15 -0.19
C 15.4511 19.7376 22.3257 -0.73 0.45 -0.99
C 15.3312 18.6182 21.2727 0.15 0.42 0.95
O 15.0015 18.7627 20.1121 -0.65 1.01 -0.18
N 15.5864 17.4048 21.7233 0.50 0.04 1.50
C 15.3638 16.1980 21.0003 0.52 -1.24 -1.01
H 14.8397 19.5634 23.2110 0.50 -0.65 0.22
H 14.9702 20.6401 21.9483 0.36 0.02 -0.50
H 16.4939 19.9772 22.5341 -0.10 -0.15 0.20
H 16.0352 17.4097 22.6281 -0.26 -0.55 -0.01
H 15.2305 15.3467 21.6679 -0.36 0.28 0.11
H 16.2020 15.9195 20.3616 0.38 0.24 0.01
H 14.5505 16.2547 20.2768 -0.29 0.26 0.55
C 15.1170 19.0361 14.1457 -1.23 -0.55 0.00
C 13.8610 18.9280 15.0490 2.67 0.75 0.96
O 13.9902 18.8997 16.2804 -0.20 -0.24 -0.41
N 12.6393 18.9315 14.5926 -1.60 -0.38 0.42
C 12.1523 19.1160 13.2898 0.42 0.11 -1.83
H 15.1068 18.1717 13.4818 0.14 -0.12 -0.12
H 16.0379 19.0298 14.7289 -0.42 0.05 0.19
H 15.0865 19.9120 13.4977 -0.10 0.12 0.18
H 11.9272 18.9560 15.3084 0.26 -0.07 0.26
H 11.3297 18.4364 13.0672 -0.16 0.23 0.14
H 12.9423 18.8568 12.5850 -0.02 0.15 -0.13
H 11.8920 20.1628 13.1326 -0.31 -0.07 -0.24
C 13.3539 15.4990 12.3458 0.32 0.39 1.34
C 13.5288 14.8706 11.0038 0.74 -1.00 0.83
O 14.2268 13.8732 10.8690 -0.23 0.44 -0.27
N 12.8142 15.4616 10.0663 -0.92 0.51 -2.55
C 12.7652 15.1034 8.6236 0.20 0.31 0.61
H 13.3059 16.5868 12.3960 0.01 0.14 -0.53
H 14.2133 15.2200 12.9554 -0.25 -0.21 0.06
H 12.4286 15.1636 12.8142 0.04 -0.30 0.06
H 12.2413 16.2511 10.3281 0.21 -0.19 0.00
H 13.4145 14.2643 8.3740 -0.16 -0.06 0.50
H 13.1358 15.9462 8.0400 -0.14 0.08 -0.01
H 11.7351 14.8869 8.3405 0.11 -0.08 -0.04
C 23.9260 9.2991 16.4082 -0.49 0.08 1.15
C 22.3770 9.4339 16.4139 1.18 -1.05 -1.86
O 21.7720 9.0436 15.4274 -0.48 0.09 0.06
N 21.8006 9.9249 17.5112 1.23 0.09 -0.20
C 20.3985 10.0957 17.7591 0.20 0.27 1.41
H 24.2320 8.2532 16.4324 -0.42 -0.15 -0.18
H 24.3200 9.6976 17.3431 0.30 0.33 -0.09
H 24.4216 9.7390 15.5428 -0.41 0.21 0.05
H 22.4682 10.1870 18.2224 -0.45 0.03 0.49
H 20.3029 9.7564 18.7906 -0.63 -0.16 0.04
H 19.7061 9.5547 17.1142 0.54 0.06 -0.16
H 20.1954 11.1651 17.8149 -0.44 0.12 -0.39
C 19.2715 11.7783 23.5762 -0.23 -0.54 -0.64
C 19.1223 12.3126 22.1682 1.73 0.57 -0.38
O 20.1243 12.4451 21.4514 -1.51 -0.14 0.63
N 17.8893 12.6377 21.7541 -1.65 0.81 0.19
C 17.4790 13.2358 20.4828 0.99 -0.87 -0.45
H 20.0442 12.3217 24.1201 -0.33 0.15 0.00
H 19.6577 10.7680 23.4407 0.05 -0.09 0.10
H 18.3115 11.6856 24.0841 0.19 0.25 0.27
H 17.1653 12.7250 22.4529 0.32 -0.37 0.16
H 16.4114 13.0737 20.3344 0.05 0.10 0.14
H 18.0131 12.7014 19.6972 -0.06 -0.03 -0.14
H 17.7330 14.2863 20.3409 -0.01 0.11 0.41
C 20.8211 18.3578 21.0858 0.98 -0.20 -0.36
C 22.2005 17.8457 20.6260 -0.99 0.05 0.52
O 22.4437 17.4520 19.4971 -0.29 0.18 -0.55
N 23.0852 17.7639 21.6182 -0.55 0.68 0.53
C 24.4166 17.2788 21.4690 0.67 -0.34 0.83
H 20.4404 19.0205 20.3086 -0.32 -0.18 0.19
H 20.8918 18.8649 22.0481 -0.02 0.19 -0.13
H 20.2045 17.4740 21.2491 -0.24 0.10 -0.31
H 22.8153 18.2503 22.4612 0.33 -0.30 0.00
H 24.5576 16.4366 22.1464 0.06 -0.29 -0.19
H 25.1109 18.0343 21.8368 0.24 0.08 -0.54
H 24.5941 16.9577 20.4426 0.06 0.26 0.20
C 17.8180 13.3000 12.2384 -0.39 -0.34 -0.18
C 18.0361 12.0980 13.1202 -2.20 0.91 -0.60
O 17.1204 11.3231 13.3750 0.21 -0.40 0.42
N 19.2558 12.0588 13.5814 2.01 -1.37 1.84
C 19.7081 11.0403 14.5550 0.26 0.54 -0.32
H 16.7630 13.5738 12.2420 0.07 0.06 0.04
H 18.0446 12.9372 11.2358 0.18 0.50 -0.21
H 18.4762 14.1038 12.5683 -0.09 0.15 -0.50
H 19.8940 12.7823 13.2828 0.23 -0.02 0.03
H 20.6450 11.3741 15.0010 0.14 -0.03 -0.33
H 19.8790 10.0589 14.1126 -0.09 0.16 0.00
H 19.0415 10.9395 15.4114 -0.48 0.04 -0.35
```
Forces are in eV/Å.

=====

No. 2
Computed, not measured: one molecule with the formula C4H4N2, with wB97M-V/def2-TZVPD.

orbital gap (spin up / spin down) = 0.280 / 0.280 hartree
net charge = 0
HOMO energy (spin up / spin down) = -7.845 / -7.847 eV
energy relative to the best compared isomer or geometry (same formula, charge and spin) = 165.9 kcal per mole

```
10
Properties=species:S:1:pos:R:3:forces:R:3
C -0.9336 -0.3749 -0.2555 2.08 0.91 0.02
C 0.3346 -0.0749 -0.4957 -2.57 -1.52 1.50
C -0.3248 0.7657 0.5233 1.04 2.06 -1.21
C 3.2743 0.4814 0.4999 -3.88 0.42 -3.98
N 1.5499 -0.5530 -0.7681 -0.59 0.75 -1.97
N 2.3140 0.2320 -0.1618 6.24 -0.67 3.90
H -1.7486 -0.1551 -0.7965 -3.28 -0.64 -1.77
H -0.4035 1.8586 0.2580 -0.29 -1.04 0.11
H -0.0540 0.6334 1.5216 0.14 -0.28 1.80
H 3.8972 0.3279 1.2987 1.11 0.01 1.60
```
Forces are in eV/Å.

=====

No. 3
Computed, not measured: one molecule with the formula C6H11NO3, with wB97M-V/def2-TZVPD.

orbital gap = 0.371 hartree
net charge = 0
HOMO energy = -9.449 eV
energy relative to the best compared isomer or geometry (same formula, charge and spin) = 47.6 kcal per mole
SMILES string = C[C@H]1CN[C@](O)(C(=O)O)C1

```
21
Properties=species:S:1:pos:R:3:forces:R:3
C 2.0491 -0.3154 0.2431 1.94 2.38 -0.67
C -0.1250 0.6869 0.6033 0.11 2.08 -2.57
C -0.8380 -0.5357 -1.1520 -0.88 -1.08 -0.08
C -0.8979 -0.5396 0.4305 -2.11 -0.54 -2.50
C 1.0733 0.6182 -0.4802 -1.06 -1.10 0.56
C -2.3445 -0.6407 1.0204 1.87 -0.12 -0.64
N 0.4983 -0.1441 -1.6091 -0.40 1.56 1.18
O 1.9775 -1.4880 0.2170 -0.66 -2.17 -0.06
O 3.1432 0.2195 0.8275 -0.12 3.58 1.49
O 1.6693 1.8728 -0.8276 0.99 -2.15 2.92
H -0.7572 1.5674 0.3878 0.30 -0.18 -0.04
H 0.2962 0.8309 1.5169 1.18 0.47 2.91
H -1.2287 -1.4911 -1.5727 0.62 0.62 0.04
H -1.3953 0.2756 -1.5907 -1.35 0.11 0.45
H -0.3702 -1.3766 0.7960 0.76 -1.05 0.23
H -2.9232 0.2155 0.8390 -0.73 1.40 -0.31
H -2.2320 -0.7621 2.0640 -0.05 -0.01 1.33
H -2.9248 -1.4812 0.6876 0.10 -0.58 -0.50
H 3.0788 1.2502 1.0647 -0.09 -3.30 -1.30
H 1.0248 -0.9260 -1.8928 1.03 -0.86 0.04
H 1.2264 2.1634 -1.5728 -1.45 0.94 -2.48
```
Forces are in eV/Å.